{
  "formula": "C49H55AsBiN5O7Si2",
  "method": "wB97M-V/def2-TZVPD",
  "symbols": ["Bi", "O", "C", "O", "C", "C", "C", "C", "C", "N", "C", "O", "O", "H", "H", "H", "H", "H", "C", "Si", "C", "C", "C", "C", "C", "C", "C", "Si", "C", "C", "H", "H", "H", "H", "H", "H", "H", "H", "H", "H", "H", "H", "H", "H", "H", "H", "C", "C", "N", "O", "C", "C", "N", "O", "H", "H", "H", "H", "H", "H", "H", "C", "C", "N", "C", "C", "C", "O", "C", "C", "C", "C", "N", "C", "H", "H", "H", "H", "H", "H", "H", "H", "H", "H", "H", "H", "H", "H", "C", "C", "C", "C", "C", "C", "As", "C", "C", "C", "C", "C", "C", "C", "C", "C", "C", "C", "C", "H", "H", "H", "H", "H", "H", "H", "H", "H", "H", "H", "H", "H"],
  "xyz": [[-0.274, 0.408, 0.084], [2.101, -1.345, 4.083], [1.590, -1.399, 2.792], [1.997, -0.371, 1.962], [0.771, -2.386, 2.392], [0.440, -3.476, 3.311], [-0.509, -4.368, 2.972], [-1.185, -4.256, 1.714], [-0.777, -3.247, 0.871], [0.177, -2.345, 1.121], [-1.507, -3.070, -0.439], [-2.147, -4.150, -0.920], [-1.561, -2.035, -1.056], [2.536, -0.493, 4.194], [0.975, -3.543, 4.248], [-0.763, -5.176, 3.648], [-2.003, -4.921, 1.482], [-1.875, -4.924, -0.407], [3.712, -1.405, -0.155], [3.556, -0.323, 1.358], [4.825, -0.913, 2.598], [3.845, 1.502, 1.061], [5.197, 1.830, 0.886], [5.633, 3.141, 0.812], [4.705, 4.164, 0.922], [3.360, 3.859, 1.064], [2.892, 2.538, 1.129], [1.000, 2.401, 1.356], [0.603, 2.395, 3.194], [0.279, 4.003, 0.661], [4.691, -1.887, -0.177], [3.571, -0.894, -1.109], [2.953, -2.192, -0.090], [5.737, -1.206, 2.073], [4.460, -1.788, 3.139], [5.092, -0.145, 3.326], [5.935, 1.036, 0.823], [6.685, 3.362, 0.686], [5.023, 5.199, 0.893], [2.656, 4.680, 1.122], [1.177, 3.182, 3.690], [0.844, 1.441, 3.666], [-0.460, 2.592, 3.356], [0.420, 4.833, 1.361], [-0.795, 3.898, 0.494], [0.739, 4.280, -0.289], [0.927, 2.652, -3.837], [0.332, 2.082, -2.589], [1.012, 1.417, -1.721], [2.370, 1.273, -2.004], [-1.067, 2.342, -2.286], [-1.958, 3.074, -3.237], [-1.499, 2.005, -1.090], [-2.646, 2.355, -0.684], [2.008, 2.560, -3.831], [0.645, 3.700, -3.935], [0.531, 2.127, -4.710], [2.799, 1.271, -1.134], [-1.848, 2.685, -4.250], [-1.744, 4.146, -3.261], [-2.987, 2.948, -2.911], [-2.831, 4.876, 3.302], [-3.491, 3.858, 4.223], [-4.815, 3.444, 3.774], [-5.925, 4.382, 3.938], [-6.361, 5.040, 2.636], [-5.099, 2.241, 3.216], [-6.222, 1.932, 2.852], [-3.967, 1.260, 3.080], [-3.901, 0.151, 3.912], [-2.862, -0.747, 3.746], [-1.928, -0.507, 2.754], [-2.008, 0.545, 1.931], [-3.016, 1.408, 2.086], [-1.840, 5.135, 3.678], [-3.419, 5.793, 3.239], [-2.723, 4.472, 2.294], [-3.593, 4.274, 5.229], [-2.861, 2.975, 4.308], [-5.603, 5.133, 4.661], [-6.765, 3.835, 4.368], [-5.544, 5.602, 2.182], [-7.186, 5.728, 2.826], [-6.698, 4.283, 1.931], [-4.658, 0.001, 4.672], [-2.760, -1.628, 4.365], [-1.087, -1.171, 2.615], [-3.051, 2.224, 1.376], [4.594, -2.318, -5.306], [3.793, -1.187, -5.216], [2.721, -1.166, -4.338], [2.426, -2.274, -3.549], [3.234, -3.401, -3.640], [4.313, -3.422, -4.516], [0.898, -2.132, -2.321], [0.600, -4.009, -1.946], [1.183, -4.763, -0.938], [0.808, -6.088, -0.767], [-0.160, -6.647, -1.594], [-0.758, -5.891, -2.592], [-0.381, -4.564, -2.775], [-0.957, -3.634, -3.769], [-1.942, -3.942, -4.700], [-2.404, -2.962, -5.565], [-1.900, -1.669, -5.499], [-0.927, -1.352, -4.561], [-0.449, -2.334, -3.710], [5.435, -2.336, -5.987], [4.009, -0.320, -5.828], [2.106, -0.274, -4.267], [3.020, -4.274, -3.034], [4.932, -4.308, -4.582], [1.911, -4.320, -0.269], [1.258, -6.679, 0.020], [-0.461, -7.677, -1.450], [-1.529, -6.331, -3.211], [-2.358, -4.941, -4.750], [-3.172, -3.203, -6.289], [-2.273, -0.908, -6.173], [-0.551, -0.336, -4.493]],
  "forces_ev_per_angstrom": [[0.1, -0.4, 0.1], [0.1, 0.0, -0.1], [0.1, -0.2, -0.1], [0.0, 0.4, 0.2], [0.0, -0.1, 0.1], [0.0, 0.0, 0.0], [0.0, 0.0, -0.1], [0.0, 0.0, 0.1], [-0.2, 0.0, 0.1], [0.0, 0.2, -0.1], [-0.2, -0.3, 0.3], [-0.5, 0.4, 0.6], [-0.3, 0.1, 0.2], [-0.1, 0.0, 0.0], [0.0, 0.0, 0.0], [0.0, 0.0, 0.0], [0.0, 0.0, 0.0], [0.0, 0.0, 0.0], [-0.1, 0.0, 0.0], [0.2, -0.3, -0.1], [-0.1, 0.0, 0.1], [0.1, 0.0, -0.1], [0.0, 0.0, -0.1], [0.0, 0.0, 0.0], [0.0, 0.0, 0.0], [0.0, 0.0, -0.1], [-0.1, 0.0, 0.0], [0.0, 0.3, 0.2], [0.0, -0.1, 0.0], [0.0, 0.0, 0.1], [0.0, 0.0, 0.0], [0.0, 0.0, 0.0], [0.0, 0.0, 0.0], [0.0, 0.0, 0.0], [0.0, 0.0, 0.0], [0.0, 0.0, 0.0], [0.0, 0.0, 0.0], [0.0, 0.0, 0.0], [0.0, 0.0, 0.0], [0.0, 0.0, 0.0], [0.0, 0.0, 0.0], [0.0, 0.0, 0.0], [0.0, 0.0, 0.0], [0.0, 0.0, 0.0], [0.0, 0.0, 0.0], [0.0, 0.0, 0.0], [0.0, 0.0, 0.0], [0.1, 0.0, 0.1], [0.2, 0.2, 0.0], [-0.1, -0.1, -0.1], [-0.1, 0.0, 0.0], [0.0, 0.0, 0.0], [0.1, 0.2, -0.2], [-0.1, -0.1, 0.0], [0.0, 0.0, 0.0], [0.0, 0.0, 0.0], [0.0, 0.0, 0.0], [0.0, 0.0, 0.0], [0.0, 0.0, 0.0], [0.0, 0.0, 0.0], [0.0, 0.0, 0.0], [0.0, 0.0, 0.0], [0.0, 0.0, 0.0], [0.0, 0.0, 0.0], [0.0, 0.0, -0.1], [0.0, 0.0, 0.0], [0.0, 0.0, 0.0], [0.0, 0.0, 0.1], [0.0, -0.1, 0.0], [0.0, 0.0, -0.1], [0.0, 0.0, 0.0], [0.0, 0.1, 0.0], [0.0, -0.2, -0.1], [0.1, 0.1, 0.1], [0.0, 0.0, 0.0], [0.0, 0.0, 0.0], [0.0, 0.0, 0.0], [0.0, 0.0, 0.0], [0.0, 0.0, 0.0], [0.0, 0.0, 0.0], [0.0, 0.0, 0.0], [0.0, 0.0, 0.0], [0.0, 0.0, 0.0], [0.0, 0.0, 0.0], [0.0, 0.0, 0.0], [0.0, 0.0, 0.0], [0.0, 0.0, 0.0], [0.0, 0.0, 0.0], [0.0, 0.0, 0.0], [0.0, 0.0, 0.0], [0.0, 0.0, 0.0], [0.0, -0.1, 0.1], [0.0, 0.0, 0.0], [0.0, 0.0, 0.0], [0.3, 0.3, -0.3], [0.2, -0.1, -0.2], [0.1, -0.1, -0.1], [0.0, 0.0, 0.0], [0.0, 0.0, -0.1], [0.2, -0.1, -0.2], [0.4, -0.1, -0.4], [0.0, 0.0, 0.0], [0.0, 0.0, 0.1], [0.0, 0.0, 0.0], [0.0, 0.0, 0.0], [0.0, 0.0, 0.0], [0.0, 0.0, 0.0], [0.0, 0.0, 0.0], [0.0, 0.0, 0.0], [0.0, 0.0, 0.0], [0.0, 0.0, 0.0], [0.0, 0.0, 0.0], [0.0, 0.0, 0.0], [0.0, 0.0, 0.0], [0.0, 0.0, 0.0], [0.0, 0.0, 0.0], [0.0, 0.0, 0.0], [0.0, 0.0, 0.0], [0.0, 0.0, 0.0], [0.0, 0.0, 0.0]],
  "e_homo_ha": -0.2024,
  "relative_energy_kcal_mol": 26.7,
  "mol_weight_g_mol": 1166.08,
  "orbital_gap_ev": 5.66,
  "multiplicity": 1,
  "e_lumo_ev": 0.15
}